The following is a DFT calculation (ωB97M-V/def2-TZVPD) of C10H23GaN9O6 as an isolated structure.

- 2S+1: 1
- Kohn-Sham gap (spin up / spin down): 3.29 / 3.11 eV
- Net charge: +1
- LUMO (spin up / spin down): -7.15 / -7.26 eV
- Energy relative to the best compared isomer or geometry (same formula, charge and spin): 149.7 kcal per mole
- HOMO level (spin up / spin down): -10.43 / -10.37 eV

Each line ends with the natural charge from an NBO analysis.
Atoms and positions in Å:
O (-0.209, -2.268, -4.700)  -0.690
H (-0.975, -1.902, -4.209)  0.410
Ga (-0.379, -0.031, -0.190)  1.525
N (1.168, -1.137, -0.819)  -0.106
N (-1.079, -1.920, 0.261)  -0.109
N (0.320, 1.845, -0.303)  -0.225
N (-1.717, 0.990, 1.041)  -0.155
O (2.344, -0.702, -0.903)  -0.285
O (1.456, 2.246, -1.035)  -0.497
O (-2.827, 0.453, 1.666)  -0.504
O (-2.153, -2.140, 0.935)  -0.411
C (-0.421, -2.824, -0.436)  0.168
C (0.827, -2.400, -1.028)  0.250
C (-0.302, 2.752, 0.415)  0.295
C (-1.435, 2.266, 1.176)  0.220
C (1.764, -3.255, -1.812)  -0.683
H (1.920, -2.782, -2.793)  0.286
H (1.392, -4.267, -1.990)  0.246
H (2.735, -3.324, -1.298)  0.258
C (-1.025, -4.184, -0.545)  -0.672
H (-2.011, -4.099, -1.023)  0.264
H (-1.166, -4.610, 0.458)  0.254
H (-0.424, -4.876, -1.134)  0.244
C (0.156, 4.163, 0.518)  -0.689
C (-2.237, 3.161, 2.044)  -0.686
H (0.804, 4.476, -0.310)  0.277
H (0.707, 4.324, 1.458)  0.257
H (-0.717, 4.824, 0.533)  0.252
H (-2.841, 2.626, 2.789)  0.272
H (-2.918, 3.767, 1.429)  0.263
H (-1.575, 3.850, 2.576)  0.242
H (1.581, 1.573, -1.749)  0.505
H (-2.850, -0.511, 1.390)  0.521
C (-1.781, 0.068, -1.668)  -1.164
H (-1.972, -0.057, -2.754)  0.257
H (-1.830, 1.146, -1.462)  0.203
H (-2.567, -0.483, -1.130)  0.215
O (1.818, 0.885, -4.291)  -0.933
H (1.543, 0.019, -4.701)  0.497
H (1.099, 1.059, -3.660)  0.443
N (2.678, 1.230, 3.977)  -0.613
N (1.920, 0.464, 3.137)  0.216
N (1.720, -0.875, 3.406)  -0.240
C (0.948, -1.185, 2.364)  0.187
N (0.712, -0.157, 1.551)  -0.427
N (1.363, 0.949, 2.069)  -0.038
H (2.804, 2.206, 3.774)  0.420
H (3.090, 0.835, 4.798)  0.432
H (0.540, -2.189, 2.179)  0.248


The following is a DFT calculation (ωB97M-V/def2-TZVPD) of C10H23I2N3Re as an isolated structure.

- 2S+1: 2
- Kohn-Sham gap (spin up / spin down): 5.56 / 6.21 eV
- ⟨S²⟩: 1.068
- Net charge: +4
- LUMO (spin up / spin down): -15.93 / -15.41 eV
- HOMO level (spin up / spin down): -21.49 / -21.62 eV

Each line ends with the Löwdin charge.
Atoms and positions in Å:
Re (-0.964, 1.525, -0.562)  1.015
N (4.054, 1.722, 0.134)  0.093
C (3.464, 2.039, -1.221)  -0.055
C (1.987, 2.391, -1.087)  -0.151
N (1.187, 1.269, -0.443)  -0.189
C (1.792, 1.008, 0.917)  -0.143
C (3.267, 0.628, 0.819)  -0.056
H (4.082, 2.563, 0.720)  0.201
H (5.035, 1.435, 0.029)  0.210
H (3.615, 1.158, -1.845)  0.157
H (4.014, 2.866, -1.665)  0.165
H (1.600, 2.604, -2.082)  0.110
H (1.852, 3.282, -0.468)  0.141
H (1.347, 0.431, -1.007)  0.136
H (1.256, 0.203, 1.411)  0.131
H (1.667, 1.920, 1.505)  0.135
H (3.416, -0.279, 0.233)  0.156
H (3.682, 0.461, 1.812)  0.164
I (-1.597, 3.422, -2.375)  0.358
I (-3.306, 4.546, -4.148)  0.574
N (-1.487, 2.297, 1.352)  0.009
H (-2.327, 1.830, 1.706)  0.114
H (-1.745, 3.286, 1.272)  0.107
H (-0.798, 2.252, 2.103)  0.102
C (-2.931, -3.123, -1.193)  0.085
C (-2.240, -2.766, 0.259)  -0.535
C (-3.322, -2.854, 1.366)  0.021
C (-1.070, -3.793, 0.453)  0.028
C (-1.768, -1.489, 0.082)  0.038
C (-1.328, -0.300, -0.085)  -0.113
H (-3.214, -4.166, -1.047)  0.123
H (-2.223, -3.029, -2.012)  0.103
H (-3.806, -2.499, -1.350)  0.105
H (-3.705, -3.874, 1.369)  0.119
H (-4.149, -2.169, 1.185)  0.107
H (-2.888, -2.646, 2.342)  0.107
H (-1.533, -4.777, 0.522)  0.119
H (-0.541, -3.587, 1.382)  0.104
H (-0.373, -3.789, -0.383)  0.104


The following is a DFT calculation (ωB97M-V/def2-TZVPD) of C10H23N2O3PSr as an isolated structure.

- 2S+1: 1
- Kohn-Sham gap: 3.55 eV
- Net charge: +2
- LUMO: -9.62 eV
- HOMO level: -13.17 eV

Each line ends with the natural charge from an NBO analysis.
Atoms and positions in Å:
C (0.655, 4.476, 0.003)  -0.635
C (-0.123, 3.979, 1.321)  -0.414
C (-0.918, 2.581, 1.138)  -0.239
N (-0.175, 1.567, 0.326)  -0.655
C (-0.784, 0.185, 0.469)  0.146
C (-0.649, -0.503, -0.977)  -0.471
C (-0.720, -2.110, -0.987)  -0.437
C (0.572, -2.685, -1.802)  -0.120
C (1.972, -2.477, -1.006)  -0.715
C (0.601, -2.092, -3.335)  -0.671
O (-2.207, 0.307, 0.771)  -0.535
C (-2.726, -0.826, 1.466)  0.579
O (-3.548, -0.626, 2.402)  -0.485
P (0.179, -0.676, 1.862)  1.081
N (-0.298, -0.054, 3.449)  -1.117
O (1.840, -0.230, 1.682)  -0.957
H (0.256, 5.477, -0.419)  0.230
H (1.740, 4.704, 0.325)  0.225
H (0.697, 3.719, -0.851)  0.188
H (0.589, 3.984, 2.212)  0.213
H (-0.940, 4.770, 1.536)  0.225
H (-1.944, 2.867, 0.685)  0.202
H (-1.066, 2.134, 2.184)  0.216
H (-0.259, 1.812, -0.672)  0.355
H (0.278, -0.088, -1.497)  0.224
H (-1.555, -0.131, -1.594)  0.268
H (-0.822, -2.601, 0.036)  0.256
H (-1.631, -2.432, -1.624)  0.234
H (0.427, -3.848, -1.935)  -0.054
H (2.077, -3.196, -0.101)  0.228
H (2.169, -1.380, -0.696)  0.345
H (2.851, -2.740, -1.741)  0.168
H (1.421, -2.625, -3.962)  0.172
H (0.893, -0.974, -3.353)  0.292
H (-0.433, -2.142, -3.839)  0.271
H (-2.512, -1.920, 1.218)  0.146
H (0.283, 0.775, 3.672)  0.399
H (-0.187, -0.766, 4.183)  0.412
H (2.327, -1.062, 1.862)  0.486
Sr (1.672, -5.152, -2.411)  1.944


The following is a DFT calculation (ωB97M-V/def2-TZVPD) of a 3-piece molecular cluster, C10H23N4O11P2S3 overall.

- 2S+1: 1
- Kohn-Sham gap: 9.68 eV
- Net charge: +1
- LUMO: -2.50 eV
- HOMO level: -12.18 eV

Each line ends with the natural charge from an NBO analysis.
Atoms and positions in Å:
C (1.305, 2.740, 5.173)  -0.933
P (0.401, 2.688, 3.581)  0.818
C (1.553, 3.579, 2.461)  -0.927
C (0.931, 0.984, 3.095)  0.201
N (1.947, 0.263, 3.581)  -0.541
C (1.914, -0.902, 2.921)  0.596
N (2.802, -1.899, 3.072)  -0.726
C (2.848, -2.982, 2.073)  -0.270
C (1.693, -3.979, 2.174)  -0.065
O (2.005, -5.199, 1.548)  -0.689
P (3.975, -1.854, 4.363)  1.940
O (3.045, -1.486, 5.605)  -0.983
O (4.775, -0.525, 4.060)  -0.978
S (4.993, -3.443, 4.510)  -0.492
N (0.909, -0.911, 2.026)  -0.373
N (0.275, 0.291, 2.168)  -0.342
H (0.977, 3.636, 5.701)  0.252
H (2.386, 2.774, 5.044)  0.234
H (1.050, 1.874, 5.782)  0.253
H (1.464, 4.643, 2.683)  0.253
H (2.589, 3.268, 2.598)  0.226
H (1.252, 3.419, 1.427)  0.263
H (2.925, -2.536, 1.075)  0.197
H (3.764, -3.538, 2.261)  0.271
H (0.758, -3.587, 1.745)  0.133
H (1.513, -4.202, 3.227)  0.202
H (2.499, -5.055, 0.735)  0.471
H (3.185, -2.131, 6.313)  0.533
H (4.228, 0.255, 3.887)  0.528
H (0.607, -1.609, 1.365)  0.449
H (-0.527, 0.560, 1.601)  0.466
C (-2.216, 1.531, -2.863)  -0.098
C (-1.978, 0.108, -2.402)  -0.107
O (-1.058, 0.272, -1.285)  -0.708
S (-1.383, 1.627, -0.526)  2.557
O (-2.159, 1.340, 0.639)  -0.926
O (-0.153, 2.319, -0.338)  -0.918
O (-2.283, 2.287, -1.621)  -0.677
H (-1.393, 1.919, -3.461)  0.211
H (-3.157, 1.662, -3.386)  0.234
H (-1.506, -0.509, -3.156)  0.253
H (-2.889, -0.366, -2.037)  0.204
C (-4.583, 1.196, -7.301)  -0.100
C (-4.915, -0.276, -7.465)  -0.101
O (-3.621, -0.912, -7.425)  -0.680
S (-2.652, -0.137, -6.447)  2.560
O (-2.633, -0.752, -5.159)  -0.946
O (-1.428, 0.116, -7.112)  -0.882
O (-3.523, 1.190, -6.320)  -0.701
H (-4.209, 1.641, -8.223)  0.207
H (-5.406, 1.782, -6.903)  0.220
H (-5.371, -0.515, -8.421)  0.228
H (-5.526, -0.657, -6.647)  0.200


no.,maximum force (eV/Å),calculated total energy (eV)
1,3.50,-88795.4031
2,2.44,-33496.7952
3,5.75,-29969.6405
4,0.51,-90304.2376